(1)
Computed, not measured: a molecular structure, C15H40FO5Zn in a non-equilibrium geometry, with ωB97M-V/def2-TZVPD.

Results
HOMO energy (hartree): -0.4475
LUMO level (eV): -5.91
ΔE to the lowest compared entry with this formula, charge and spin (kcal per mole): 34.9
Total charge: +1
Kohn-Sham gap (eV): 6.27

Element x y z (Å)
Zn  -8.837  10.138  -12.145
F  -7.612  8.695  -11.898
C  -9.125  5.637  -12.900
C  -7.637  5.301  -12.894
C  -7.260  4.105  -13.732
O  -6.920  6.448  -13.333
H  -9.451  5.979  -13.885
H  -9.458  6.419  -12.212
H  -9.723  4.765  -12.622
H  -7.318  5.089  -11.867
H  -7.785  3.191  -13.458
H  -6.201  3.908  -13.558
H  -7.405  4.293  -14.797
H  -7.204  7.197  -12.792
C  -6.158  6.314  -9.213
C  -7.626  6.054  -9.055
C  -8.067  5.844  -7.604
O  -8.373  7.190  -9.547
H  -5.513  5.663  -8.627
H  -5.915  7.342  -8.929
H  -5.930  6.249  -10.281
H  -7.940  5.198  -9.657
H  -7.538  5.039  -7.098
H  -9.149  5.740  -7.540
H  -7.775  6.761  -7.085
H  -7.825  7.674  -10.179
C  -12.408  8.606  -10.508
C  -11.511  9.825  -10.266
C  -11.314  10.233  -8.802
O  -10.201  9.382  -10.748
H  -12.263  7.844  -9.743
H  -12.274  8.197  -11.510
H  -13.460  8.898  -10.508
H  -11.851  10.643  -10.899
H  -12.196  10.752  -8.428
H  -10.504  10.964  -8.751
H  -11.049  9.407  -8.143
H  -9.943  8.646  -10.157
C  -6.089  12.093  -15.481
C  -6.972  10.932  -15.052
C  -6.362  9.554  -15.266
O  -7.201  11.088  -13.633
H  -5.267  12.329  -14.799
H  -6.707  12.988  -15.553
H  -5.531  11.938  -16.406
H  -7.900  10.966  -15.623
H  -7.000  8.842  -14.742
H  -5.360  9.426  -14.853
H  -6.235  9.408  -16.339
H  -6.362  10.721  -13.271
C  -2.863  10.056  -13.036
C  -3.907  9.208  -12.321
C  -3.432  8.805  -10.930
O  -5.095  10.006  -12.111
H  -2.491  10.773  -12.299
H  -3.265  10.595  -13.892
H  -1.993  9.463  -13.316
H  -4.239  8.455  -13.040
H  -2.450  8.328  -10.969
H  -4.066  8.054  -10.451
H  -3.395  9.641  -10.234
H  -5.781  9.430  -11.744

(2)
Computed, not measured: a molecular structure, C15H40GaO6 in a non-equilibrium geometry, with ωB97M-V/def2-TZVPD.

Results
HOMO energy (hartree): -0.1732
LUMO level (eV): 1.90
Total charge: -1
Kohn-Sham gap (eV): 6.61

Element x y z (Å)
C  2.198  3.994  1.978
C  1.457  3.404  0.813
O  0.339  3.786  0.482
O  2.080  2.371  0.177
C  3.143  2.783  -0.750
C  4.420  2.063  -0.327
C  5.767  2.787  -0.567
C  5.705  4.107  -1.341
C  5.532  5.334  -0.412
Ga  3.957  6.550  -0.884
H  2.226  3.294  2.807
H  3.211  4.241  1.679
H  1.683  4.884  2.303
H  2.826  2.412  -1.715
H  3.196  3.865  -0.722
H  4.445  1.102  -0.835
H  4.332  1.834  0.729
H  6.243  2.976  0.387
H  6.415  2.097  -1.104
H  4.942  4.086  -2.114
H  6.665  4.220  -1.837
H  6.428  5.947  -0.483
H  5.482  5.009  0.626
H  4.130  8.043  -0.279
H  2.570  5.961  -0.270
H  3.802  6.554  -2.493
C  1.659  -0.808  -1.753
C  1.895  -0.909  -3.248
O  2.724  0.145  -3.733
H  1.205  0.152  -1.500
H  1.007  -1.610  -1.402
H  2.604  -0.870  -1.209
H  0.956  -0.830  -3.793
H  2.352  -1.874  -3.497
H  3.565  0.096  -3.271
C  -2.576  -2.994  0.589
C  -1.064  -3.026  0.476
O  -0.633  -3.427  -0.825
H  -2.994  -3.976  0.361
H  -2.891  -2.701  1.590
H  -3.002  -2.286  -0.121
H  -0.638  -3.745  1.174
H  -0.648  -2.039  0.706
H  -0.988  -2.795  -1.455
C  -7.269  -1.193  2.466
C  -5.762  -1.208  2.290
O  -5.382  -1.583  0.967
H  -7.687  -2.174  2.237
H  -7.541  -0.927  3.488
H  -7.729  -0.471  1.788
H  -5.308  -1.941  2.956
H  -5.339  -0.227  2.527
H  -5.759  -0.941  0.360
C  -4.810  -7.060  0.061
C  -5.930  -6.663  1.006
O  -5.510  -5.679  1.945
H  -3.957  -7.439  0.624
H  -5.140  -7.829  -0.638
H  -4.467  -6.197  -0.514
H  -6.259  -7.521  1.590
H  -6.791  -6.287  0.440
H  -5.226  -4.905  1.448

(3)
Computed, not measured: a molecular structure, C15H40LiO19PS5 in a non-equilibrium geometry, with ωB97M-V/def2-TZVPD.

Results
HOMO energy (hartree): 0.0516
LUMO level (eV): 3.39
ΔE to the lowest compared entry with this formula, charge and spin (kcal per mole): 0.0
Total charge: -2
Kohn-Sham gap (eV): 1.98

Element x y z (Å)
Li  -0.649  -0.366  -0.175
P  -3.009  -0.807  0.414
O  -4.098  -0.007  -0.321
O  -3.511  -0.837  1.883
O  -2.121  0.530  0.724
O  -1.935  -1.733  -0.180
O  -3.077  3.320  0.337
S  -1.883  4.119  0.320
O  -1.565  4.852  -0.884
O  -1.998  5.214  1.530
C  -1.182  6.397  1.425
C  -1.934  7.526  0.753
C  -0.410  3.200  0.888
H  -0.250  6.255  0.875
H  -0.949  6.599  2.471
H  -1.506  8.441  1.185
H  -3.003  7.468  0.929
H  -1.607  7.616  -0.282
H  -0.506  2.760  1.874
H  0.404  3.924  0.818
H  -0.218  2.391  0.168
O  1.974  -3.525  0.056
S  1.051  -3.038  -0.953
O  0.644  -1.648  -1.020
O  1.508  -3.543  -2.430
C  2.922  -3.435  -2.706
C  3.180  -4.291  -3.934
C  -0.452  -4.084  -0.784
H  3.527  -3.673  -1.829
H  3.169  -2.378  -2.852
H  2.936  -5.319  -3.664
H  4.208  -4.174  -4.280
H  2.576  -4.031  -4.803
H  -0.757  -4.021  0.254
H  -0.119  -5.090  -1.038
H  -1.210  -3.731  -1.475
O  0.490  0.861  -4.316
S  -0.475  0.558  -3.297
O  -0.295  0.813  -1.900
O  -1.866  1.217  -3.720
C  -2.856  1.419  -2.681
C  -3.952  2.332  -3.206
C  -0.986  -1.178  -3.451
H  -2.453  1.798  -1.742
H  -3.254  0.431  -2.438
H  -3.554  3.239  -3.661
H  -4.578  2.614  -2.357
H  -4.647  1.823  -3.879
H  -1.397  -1.474  -2.483
H  -0.193  -1.816  -3.836
H  -1.765  -1.157  -4.213
O  -2.014  -1.929  4.815
S  -0.723  -1.333  4.989
O  -0.074  -1.209  6.269
O  0.362  -2.150  4.023
C  -0.149  -2.780  2.848
C  -0.854  -4.102  3.110
C  -0.714  0.207  4.049
H  0.761  -2.874  2.248
H  -0.706  -2.020  2.297
H  -0.934  -4.698  2.201
H  -1.801  -3.982  3.625
H  -0.158  -4.684  3.725
H  -1.248  -0.055  3.122
H  0.234  0.684  3.829
H  -1.362  0.870  4.624
O  2.459  1.689  2.433
S  2.334  0.476  1.671
O  1.106  0.067  1.057
O  3.530  0.617  0.553
C  3.487  -0.224  -0.600
C  4.630  0.123  -1.528
C  3.080  -0.873  2.626
H  2.555  -0.094  -1.154
H  3.571  -1.279  -0.321
H  4.608  -0.586  -2.354
H  5.546  -0.069  -0.961
H  4.603  1.176  -1.800
H  2.523  -0.800  3.562
H  4.141  -0.690  2.745
H  2.835  -1.836  2.182

(4)
Computed, not measured: a molecular structure, C15H41B2F8O6V in a non-equilibrium geometry, with ωB97M-V/def2-TZVPD.

Results
HOMO energy (alpha / beta) (hartree): -0.1623 / -0.1870
2S+1: 4
<S²>: 3.76
LUMO level (alpha / beta) (eV): 2.10 / 2.08
ΔE to the lowest compared entry with this formula, charge and spin (kcal per mole): 40.6
Total charge: -1
Kohn-Sham gap (alpha / beta) (eV): 6.52 / 7.17

Element x y z (Å)
V  2.141  -2.253  0.437
O  2.070  -3.070  2.407
H  2.733  -3.687  2.040
B  1.770  -4.862  -0.172
F  2.948  -4.092  -0.262
F  1.385  -5.421  -1.360
F  2.074  -5.806  0.739
F  0.677  -4.259  0.227
B  0.509  -0.286  1.296
F  -0.173  0.603  0.440
F  1.832  -0.162  1.147
F  0.048  -0.092  2.600
F  0.214  -1.553  0.867
C  0.405  -0.521  -2.778
C  1.264  -1.735  -2.525
C  2.162  -2.183  -3.672
O  2.177  -1.374  -1.504
H  0.968  0.402  -2.916
H  -0.303  -0.420  -1.956
H  -0.169  -0.656  -3.694
H  0.700  -2.608  -2.197
H  1.640  -2.384  -4.607
H  2.784  -3.046  -3.434
H  2.796  -1.321  -3.879
H  2.578  -0.541  -1.761
C  -2.727  -2.108  4.676
C  -1.994  -2.945  3.698
C  -2.589  -2.837  2.235
O  -0.644  -2.507  3.526
H  -3.814  -2.157  4.626
H  -2.385  -1.074  4.646
H  -2.476  -2.556  5.638
H  -1.936  -3.974  4.054
H  -3.559  -3.328  2.164
H  -1.902  -3.224  1.482
H  -2.814  -1.802  1.977
H  -0.630  -1.569  3.322
C  -4.025  1.353  -0.323
C  -3.218  0.536  -1.280
C  -2.854  -0.786  -0.657
O  -4.030  0.283  -2.429
H  -3.532  1.492  0.639
H  -4.883  0.687  -0.231
H  -4.413  2.285  -0.733
H  -2.288  1.050  -1.523
H  -3.652  -1.183  -0.030
H  -1.980  -0.837  -0.007
H  -2.536  -1.548  -1.368
H  -4.112  1.147  -2.840
C  4.763  2.961  -2.421
C  3.961  2.216  -1.438
C  2.568  2.891  -1.273
O  3.852  0.957  -1.975
H  5.693  2.436  -2.637
H  4.753  4.038  -2.254
H  4.313  2.820  -3.404
H  4.473  2.108  -0.482
H  2.550  3.836  -0.731
H  1.833  2.230  -0.813
H  2.135  3.057  -2.260
H  4.687  0.800  -2.421
C  0.011  3.481  1.984
C  -1.169  3.532  1.033
C  -2.025  4.797  1.308
O  -0.528  3.659  -0.232
H  -0.423  3.510  2.984
H  0.692  4.327  1.902
H  0.493  2.515  1.828
H  -1.763  2.622  1.117
H  -2.844  4.742  0.591
H  -1.484  5.713  1.072
H  -2.263  4.912  2.366
H  -0.512  2.769  -0.592

(5)
Computed, not measured: 4 unconnected molecules or ions with the total composition C15H41Cl3N6O6P2S in a non-equilibrium geometry, with ωB97M-V/def2-TZVPD.

Results
HOMO energy (hartree): -0.2825
LUMO level (eV): 0.31
Total charge: 0
SMILES: CN(C)P(=O)(N(C)C)N(C)C.CN(C)P(=O)(N(C)C)N(C)C.O=S1(=O)OCCO1.ClC(Cl)Cl
Kohn-Sham gap (eV): 8.00

Element x y z (Å)
O  1.894  -2.896  -2.672
P  1.351  -1.796  -3.557
N  2.597  -0.636  -3.885
C  2.579  0.302  -4.954
C  3.692  -0.431  -2.929
N  0.010  -0.893  -2.944
C  0.017  -0.572  -1.466
C  -0.742  0.170  -3.716
N  0.864  -2.375  -5.072
C  1.845  -2.536  -6.218
C  -0.488  -2.971  -5.417
H  2.298  1.271  -4.541
H  1.811  0.039  -5.680
H  3.546  0.349  -5.455
H  3.443  0.203  -2.078
H  4.438  0.090  -3.530
H  4.050  -1.378  -2.525
H  0.149  -1.539  -0.981
H  0.890  0.031  -1.216
H  -0.917  -0.205  -1.041
H  -1.744  0.366  -3.334
H  -0.132  1.072  -3.763
H  -0.911  -0.075  -4.764
H  2.894  -2.247  -6.152
H  1.846  -3.607  -6.423
H  1.482  -2.040  -7.118
H  -1.323  -2.270  -5.391
H  -0.655  -3.748  -4.671
H  -0.477  -3.520  -6.359
O  0.198  -2.513  2.262
P  1.256  -1.550  2.595
N  2.321  -1.120  1.353
C  3.150  0.076  1.440
C  2.669  -2.115  0.316
N  2.361  -2.032  3.791
C  2.583  -3.433  3.988
C  2.952  -1.217  4.878
N  0.657  -0.061  3.226
C  -0.020  0.748  2.202
C  -0.151  -0.080  4.511
H  3.069  0.360  2.489
H  2.766  0.825  0.747
H  4.198  -0.172  1.271
H  2.787  -3.057  0.853
H  3.585  -1.854  -0.213
H  1.780  -2.319  -0.282
H  2.338  -3.977  3.076
H  3.647  -3.491  4.221
H  1.911  -3.700  4.803
H  2.336  -1.364  5.765
H  3.984  -1.461  5.134
H  2.841  -0.166  4.610
H  -0.973  0.243  2.047
H  -0.263  1.736  2.592
H  0.564  0.820  1.284
H  -1.198  -0.274  4.277
H  -0.050  0.829  5.102
H  0.046  -0.949  5.139
C  -6.602  4.178  4.144
C  -7.118  3.114  3.137
O  -7.685  3.869  2.119
S  -6.733  5.223  1.760
O  -7.465  6.435  1.376
O  -5.529  4.810  0.930
O  -6.105  5.200  3.311
H  -5.825  3.916  4.862
H  -7.408  4.540  4.783
H  -7.811  2.415  3.605
H  -6.276  2.612  2.659
C  -2.302  3.352  0.310
Cl  -2.735  2.474  1.822
Cl  -1.798  2.374  -1.036
Cl  -1.095  4.611  0.500
H  -3.163  3.985  0.094

(6)
Computed, not measured: a molecular structure, C15H42ClF2N7O13P2S2 in a non-equilibrium geometry, with ωB97M-V/def2-TZVPD.

Results
HOMO energy (hartree): -0.0514
LUMO level (eV): 4.27
Total charge: -2
Kohn-Sham gap (eV): 5.67

Element x y z (Å)
N  -1.019  -3.179  -3.024
S  -1.601  -4.577  -2.973
O  -2.754  -4.746  -2.062
O  -0.862  -5.753  -3.346
F  -2.411  -4.422  -4.409
S  0.206  -3.592  -1.948
O  1.558  -3.912  -2.466
O  -0.146  -4.244  -0.687
F  0.393  -2.132  -1.390
Cl  -0.369  -0.467  -0.331
O  1.050  -0.646  -0.055
O  -1.212  -1.451  0.233
O  -0.688  0.842  0.172
O  -0.645  -0.506  -1.696
O  -0.385  0.184  -3.461
P  0.155  1.564  -3.666
N  -1.003  2.796  -3.969
C  -0.971  4.145  -3.383
C  -1.916  2.800  -5.157
N  1.128  1.678  -5.069
C  1.868  0.490  -5.667
C  1.633  2.960  -5.616
N  1.066  2.135  -2.326
C  2.557  2.025  -2.541
C  0.515  2.206  -0.965
H  -1.937  4.284  -2.900
H  -0.590  4.974  -3.981
H  -0.359  4.139  -2.481
H  -1.292  2.715  -6.046
H  -2.575  3.666  -5.208
H  -2.531  1.899  -5.145
H  2.007  0.698  -6.728
H  2.850  0.508  -5.195
H  1.314  -0.431  -5.483
H  0.990  3.522  -6.293
H  1.732  3.688  -4.811
H  2.574  2.763  -6.129
H  2.812  2.752  -3.312
H  3.179  2.108  -1.649
H  2.703  1.089  -3.081
H  1.064  1.416  -0.453
H  -0.489  1.782  -1.000
H  0.643  3.206  -0.550
O  -2.157  0.142  1.574
P  -1.545  0.165  2.974
N  -2.453  -0.016  4.371
C  -3.759  0.795  4.600
C  -1.987  -0.583  5.649
N  -0.999  1.747  3.395
C  -0.268  2.092  4.630
C  -0.786  2.647  2.248
N  -0.263  -0.902  3.225
C  -0.422  -2.372  3.312
C  0.952  -0.645  2.462
H  -3.872  1.716  4.028
H  -3.973  1.079  5.631
H  -4.599  0.163  4.312
H  -2.768  -1.200  6.094
H  -1.771  0.263  6.302
H  -1.065  -1.164  5.607
H  0.519  1.385  4.893
H  0.015  3.145  4.653
H  -1.010  2.074  5.427
H  -0.435  3.619  2.593
H  0.051  2.180  1.729
H  -1.476  2.713  1.407
H  0.484  -2.813  3.727
H  -1.389  -2.587  3.767
H  -0.635  -2.748  2.311
H  1.171  0.423  2.499
H  0.844  -0.871  1.401
H  1.802  -1.099  2.970
C  0.486  -3.136  0.527
O  1.613  -2.709  1.273
C  1.736  -2.976  2.591
O  0.914  -3.632  3.215
O  3.008  -2.657  2.931
C  3.686  -3.202  3.990
H  -0.308  -2.390  0.528
H  -0.010  -4.012  0.945
H  0.701  -3.443  -0.497
H  4.704  -3.476  3.713
H  3.333  -4.155  4.383
H  3.689  -2.542  4.858

Number 1: calculated total energy -2850.66887 hartree. Number 2: calculated total energy -2971.65881 hartree. Number 3: calculated total energy -4364.93708 hartree. Number 4: calculated total energy -2840.69049 hartree. Number 5: calculated total energy -3837.52921 hartree. Number 6: calculated total energy -4096.00527 hartree.